No. 1
Density functional theory data (wB97M-V/def2-TZVPD) for a molecular structure, C48H43AsN6O4S3Sn at a distorted geometry.

The multiplicity is 1.

```
106
Properties=species:S:1:pos:R:3:lowdin_charge:R:1
Sn -0.0693 -1.2240 0.4680 1.35
C 1.2925 -1.1864 8.1339 -0.05
C 1.3534 -1.7071 6.7311 -0.27
C 1.4898 -3.0660 6.4806 -0.03
C 1.5380 -3.5401 5.1817 -0.04
C 1.4447 -2.6497 4.1336 -0.28
C 1.3237 -1.2948 4.3586 -0.06
C 1.2876 -0.8239 5.6563 -0.03
S 1.3123 -3.2725 2.4667 0.55
O 1.8753 -4.5882 2.3986 -0.28
O -0.1227 -3.1774 2.1954 -0.43
N 1.9290 -2.1945 1.4733 -0.29
C 3.2636 -2.0505 1.2851 -0.29
C 4.2469 -2.6225 2.0698 -0.02
C 5.5971 -2.3569 1.8358 -0.08
C 5.9946 -1.5278 0.8187 -0.06
C 5.0334 -0.9575 -0.0378 -0.16
C 5.3638 -0.1344 -1.1345 -0.01
C 4.3570 0.3523 -1.9250 -0.03
C 3.0260 0.0264 -1.6173 -0.13
N 2.6757 -0.7073 -0.5873 0.08
C 3.6525 -1.2136 0.1942 -0.16
H 1.2640 -1.9984 8.8562 0.07
H 0.4039 -0.5743 8.2807 0.08
H 2.1673 -0.5670 8.3297 0.08
H 1.5518 -3.7583 7.3060 0.11
H 1.6285 -4.5908 4.9573 0.12
H 1.2544 -0.6304 3.5062 0.10
H 1.2063 0.2360 5.8443 0.11
H 3.9482 -3.2799 2.8706 0.10
H 6.3341 -2.8064 2.4870 0.10
H 7.0403 -1.3101 0.6583 0.11
H 6.4043 0.0871 -1.3424 0.12
H 4.5649 0.9715 -2.7842 0.10
H 2.2211 0.3847 -2.2456 0.08
N -1.0995 1.3868 2.3074 -0.03
C -2.0743 2.1218 1.5106 -0.18
C -2.1435 1.5727 0.0720 -0.73
O -3.0154 1.9861 -0.6705 -0.02
O -1.2566 0.7167 -0.2502 -0.36
H -1.0106 1.8125 3.2252 0.09
H -0.1947 1.4625 1.8393 0.04
H -1.8415 3.1898 1.4173 0.11
H -3.0662 2.0217 1.9546 0.11
S -1.1201 -1.8255 -1.9521 0.61
C -2.7171 -1.2539 -2.0485 -0.66
N -3.6924 -1.9292 -1.3950 0.09
C -5.0030 -1.6548 -1.5154 -0.05
C -5.4273 -0.6535 -2.3389 -0.04
C -4.4563 0.1030 -3.0197 -0.02
C -3.1283 -0.1949 -2.8796 -0.08
H -3.3775 -2.6715 -0.7731 0.09
H -5.6840 -2.2673 -0.9430 0.13
H -6.4770 -0.4440 -2.4563 0.11
H -4.7630 0.9236 -3.6481 0.12
H -2.3654 0.3860 -3.3744 0.05
N -3.0408 -0.6927 2.7404 0.13
C -3.1241 -1.9538 2.3177 -0.67
N -2.5358 -2.4142 1.2628 0.00
C -2.8248 -3.7433 1.0560 -0.36
C -2.3217 -4.5449 0.0331 -0.05
C -2.7597 -5.8515 -0.0687 -0.07
C -3.6783 -6.3782 0.8354 -0.09
C -4.1663 -5.6090 1.8779 -0.09
C -3.7386 -4.2984 1.9723 -0.47
S -4.1840 -3.0989 3.1588 1.08
H -2.2643 -0.1229 2.3976 0.04
H -3.4635 -0.4473 3.6185 0.10
H -1.5717 -4.1463 -0.6409 0.06
H -2.3913 -6.4694 -0.8755 0.11
H -3.9996 -7.4048 0.7353 0.10
H -4.8619 -6.0074 2.6010 0.11
C -1.1147 6.0497 -5.6816 -0.10
C -1.9874 4.9750 -5.6621 -0.09
C -1.8359 3.9815 -4.7113 -0.12
C -0.8232 4.0428 -3.7600 -0.38
C 0.0418 5.1285 -3.7908 -0.13
C -0.0961 6.1190 -4.7470 -0.09
As -0.6855 2.4944 -2.5420 1.42
C 0.2658 3.3773 -1.0895 -0.37
C 1.2225 2.7340 -0.3148 -0.11
C 1.7340 3.3329 0.8268 -0.09
C 1.2883 4.5835 1.2253 -0.09
C 0.3097 5.2222 0.4817 -0.09
C -0.1967 4.6179 -0.6550 -0.13
C 0.7386 1.7169 -3.6601 -0.38
C 1.8568 2.4095 -4.1050 -0.11
C 2.7144 1.8468 -5.0334 -0.09
C 2.4827 0.5693 -5.5178 -0.09
C 1.3814 -0.1404 -5.0731 -0.08
C 0.5135 0.4392 -4.1643 -0.15
H -1.2436 6.8442 -6.4032 0.10
H -2.7861 4.9169 -6.3880 0.10
H -2.5149 3.1325 -4.6889 0.09
H 0.8312 5.2154 -3.0532 0.09
H 0.5954 6.9503 -4.7638 0.10
H 1.5579 1.7444 -0.6017 0.07
H 2.4775 2.8115 1.4175 0.10
H 1.6839 5.0558 2.1147 0.10
H -0.0669 6.1849 0.8017 0.10
H -0.9844 5.1085 -1.2145 0.11
H 2.0612 3.4039 -3.7333 0.10
H 3.5652 2.4108 -5.3930 0.10
H 3.1519 0.1316 -6.2454 0.10
H 1.1874 -1.1369 -5.4464 0.11
H -0.3390 -0.1267 -3.8151 0.02
```


No. 2
Density functional theory data (wB97M-V/def2-TZVPD) for a molecular structure, C48H43BN6OPPd.

The total charge is -1. The multiplicity is 1.

```
101
Properties=species:S:1:pos:R:3:lowdin_charge:R:1
Pd 1.0603 -0.4123 -0.7884 0.23
C 3.0744 4.6371 1.6712 -0.04
C 2.3157 3.8191 0.6769 -0.28
C 1.4368 4.2480 -0.2952 0.01
C 0.9750 3.0645 -0.9170 -0.26
N 1.5358 2.0128 -0.3354 0.11
N 2.3489 2.4641 0.6214 0.03
B 3.2231 1.4998 1.4646 -0.48
N 2.3298 0.5506 2.3037 0.03
N 1.5951 -0.3972 1.7175 0.11
C 1.0456 -1.1309 2.6734 -0.24
C 1.4336 -0.6230 3.9379 0.01
C 2.2557 0.4465 3.6549 -0.28
C 2.9797 1.3525 4.5981 -0.04
C 0.2337 -2.3129 2.3592 -0.16
C 0.1059 -2.7594 1.0384 -0.05
C -0.6368 -3.8907 0.7533 -0.09
C -1.2507 -4.6076 1.7743 -0.12
C -1.1325 -4.1722 3.0844 -0.11
C -0.3962 -3.0325 3.3735 -0.05
N 4.0887 0.6361 0.5137 0.03
N 3.5137 -0.1623 -0.3862 0.09
C 4.4704 -0.8164 -1.0236 -0.24
C 5.7291 -0.4183 -0.5117 0.01
C 5.4395 0.5071 0.4682 -0.28
C 6.3742 1.2738 1.3467 -0.04
C 4.1314 -1.7817 -2.0744 -0.15
C 2.7926 -2.0577 -2.3803 -0.04
C 2.4777 -2.9730 -3.3692 -0.09
C 3.4808 -3.6278 -4.0748 -0.12
C 4.8088 -3.3583 -3.7799 -0.11
C 5.1301 -2.4446 -2.7880 -0.05
C 0.0217 2.8983 -2.0185 -0.19
C -0.1241 1.6523 -2.6407 -0.04
C -1.0178 1.5174 -3.6901 -0.08
C -1.8094 2.5852 -4.0967 -0.11
C -1.6875 3.8127 -3.4634 -0.10
C -0.7654 3.9697 -2.4408 -0.07
H 2.8310 5.6898 1.5340 0.07
H 2.8099 4.3481 2.6900 0.07
H 4.1531 4.5125 1.5612 0.07
H 1.2067 5.2722 -0.5423 0.09
H 3.9278 2.1383 2.1867 0.10
H 1.1793 -0.9911 4.9189 0.09
H 2.7141 1.1054 5.6251 0.07
H 4.0608 1.2498 4.4856 0.07
H 2.7233 2.3975 4.4153 0.07
H 0.5977 -2.1812 0.2380 0.06
H -0.7370 -4.2250 -0.2736 0.10
H -1.8194 -5.5032 1.5497 0.09
H -1.6124 -4.7200 3.8875 0.09
H -0.3198 -2.6916 4.3998 0.10
H 6.7133 -0.7478 -0.8036 0.09
H 7.4046 1.0281 1.0936 0.07
H 6.2324 2.3489 1.2218 0.07
H 6.2108 1.0376 2.4001 0.07
H 1.9805 -1.5283 -1.8083 0.01
H 1.4387 -3.1857 -3.5954 0.09
H 3.2270 -4.3425 -4.8492 0.09
H 5.5978 -3.8634 -4.3251 0.09
H 6.1697 -2.2382 -2.5615 0.10
H 0.4932 0.7990 -2.2625 0.06
H -1.1097 0.5744 -4.2096 0.10
H -2.5217 2.4519 -4.9031 0.09
H -2.3082 4.6498 -3.7609 0.09
H -0.6635 4.9315 -1.9514 0.10
O -1.2253 -0.3108 0.1590 -0.32
P -2.6871 -0.2858 -0.0347 0.78
C -3.1706 -0.9508 -1.6492 -0.27
C -2.2247 -1.7624 -2.2676 -0.07
C -2.5378 -2.3916 -3.4641 -0.08
C -3.7864 -2.2037 -4.0395 -0.09
C -4.7186 -1.3685 -3.4358 -0.09
C -4.4121 -0.7403 -2.2387 -0.08
C -3.3566 1.3850 0.1524 -0.25
C -2.4334 2.4152 0.0082 -0.05
C -2.8338 3.7314 0.1756 -0.06
C -4.1499 4.0137 0.5139 -0.09
C -5.0650 2.9831 0.6904 -0.09
C -4.6736 1.6662 0.5050 -0.09
C -3.6088 -1.2736 1.1792 -0.26
C -3.4278 -0.9166 2.5152 -0.07
C -4.0581 -1.6326 3.5175 -0.08
C -4.8607 -2.7183 3.1929 -0.09
C -5.0139 -3.0989 1.8684 -0.09
C -4.3879 -2.3791 0.8609 -0.07
H -1.2435 -1.8694 -1.8071 0.09
H -1.8038 -3.0173 -3.9570 0.10
H -4.0374 -2.7100 -4.9638 0.10
H -5.6855 -1.2140 -3.8986 0.10
H -5.1343 -0.0827 -1.7679 0.10
H -1.4043 2.1602 -0.2083 0.09
H -2.1096 4.5278 0.0560 0.10
H -4.4647 5.0419 0.6452 0.10
H -6.0811 3.2084 0.9911 0.10
H -5.3840 0.8593 0.6472 0.10
H -2.7844 -0.0769 2.7548 0.12
H -3.9156 -1.3566 4.5547 0.10
H -5.3670 -3.2730 3.9735 0.10
H -5.6161 -3.9662 1.6269 0.10
H -4.5042 -2.6783 -0.1741 0.10
```


The calculation returns the following frontier orbital gap values, one per record and in order: 0.26332; 0.19505 Eh.
The calculation returns the following energy above the lowest of the compared OMol25 structures with the same formula, charge and spin values, one per record and in order: 26.4; 12.1 kcal per mole.